Entry from OMol25: 3 unconnected molecules or ions with the total composition C51H62FN4O4S2 at a distorted geometry (ωB97M-V with the def2-TZVPD basis set).

Computed properties:
**Orbital gap**: 5.00 eV
**HOMO level**: -10.25 eV
**Max |F|**: 4.807 eV/A
**LUMO energy**: -5.25 eV
**Energy**: -92422.012 eV
**Charge**: +1
**Molecular weight**: 878.2 g mol⁻¹
**2S+1**: 1

Last column: Löwdin charge in e.
Positions of all 124 atoms, in Å:
C 3.3115 2.4394 -0.4315  -0.12
C 2.1054 3.0684 -1.2509  -0.22
C 1.6227 2.1359 -2.4602  -0.21
C 0.1415 1.5707 -2.2382  -0.18
C 0.1830 0.6318 -0.9587  -0.21
C -0.6781 1.1455 0.2707  -0.19
C -1.1824 -0.0431 1.2030  -0.15
C 0.0709 -0.9491 1.5651  -0.24
N -0.1901 -1.9273 2.6439  -0.18
C -1.2714 -2.8925 2.3167  -0.17
C -1.0224 -3.7721 1.0294  -0.16
C -2.3764 -4.3059 0.3690  -0.19
C -3.2933 -3.1476 -0.1846  -0.21
C -2.7714 -2.5387 -1.5662  -0.20
C -3.9357 -1.7621 -2.3367  -0.22
C -4.6918 -0.7165 -1.4285  -0.26
C -5.7241 0.1797 -2.2369  -0.12
C 1.0076 -2.5574 3.1200  -1.00
S 1.1072 -3.4356 4.5406  0.66
S 2.6116 -2.3813 2.1712  0.80
C 2.5771 -3.6125 0.7916  -0.44
C 2.3797 -2.9785 -0.6439  -0.22
C 3.3801 -1.7997 -0.9923  -0.12
C 4.3389 -2.3105 -2.1558  -0.41
F 3.7301 -2.8421 -3.3076  0.04
C 5.3195 -3.3538 -1.4470  -0.07
N 6.5290 -3.1612 -2.2953  0.08
C 6.5047 -1.7020 -2.5043  -0.22
N 7.5958 -0.9310 -2.4478  0.20
N 5.1935 -1.2270 -2.7460  0.23
H 2.9907 1.5532 0.1900  0.06
H 3.7464 3.1927 0.2864  0.08
H 4.1332 2.1302 -1.1502  0.04
H 1.2482 3.1804 -0.5353  0.10
H 2.4527 4.0311 -1.7065  0.10
H 1.6920 2.6556 -3.4572  0.11
H 2.3325 1.2519 -2.4833  0.08
H -0.0637 0.9001 -3.1253  0.11
H -0.6236 2.3866 -2.1625  0.11
H 1.2541 0.5762 -0.5944  0.07
H -0.0869 -0.4292 -1.2464  0.10
H 0.0210 1.7545 0.9268  0.11
H -1.5024 1.8437 -0.0281  0.11
H -1.9219 -0.6236 0.5727  0.08
H -1.6178 0.3107 2.1736  0.13
H 0.5338 -1.4155 0.6545  0.06
H 0.8484 -0.2298 1.9704  0.12
H -2.2356 -2.3143 2.3021  0.12
H -1.3421 -3.6040 3.1903  0.11
H -0.4452 -4.6985 1.3317  0.11
H -0.4673 -3.2578 0.2014  0.09
H -2.9790 -4.9353 1.0858  0.11
H -2.1527 -4.9862 -0.5089  0.11
H -4.3688 -3.4847 -0.2934  0.12
H -3.3340 -2.2711 0.5289  0.08
H -1.9616 -1.7827 -1.3209  0.08
H -2.3608 -3.3189 -2.2600  0.11
H -3.5538 -1.2613 -3.2751  0.11
H -4.6398 -2.5737 -2.7015  0.12
H -5.2637 -1.3010 -0.6465  0.11
H -3.9241 -0.0512 -0.9428  0.10
H -5.2872 0.6139 -3.1732  0.07
H -6.1255 0.9920 -1.5743  0.07
H -6.6110 -0.4627 -2.5196  0.08
H 1.6857 -4.2788 0.9726  0.07
H 3.5532 -4.1611 0.8141  0.07
H 2.5142 -3.8225 -1.3898  0.12
H 1.3398 -2.5866 -0.8282  0.09
H 3.9696 -1.4292 -0.1067  0.11
H 2.8612 -0.8828 -1.4147  0.11
H 5.5378 -2.8622 -0.4600  0.14
H 4.8709 -4.3722 -1.3611  0.15
H 6.2953 -3.4903 -3.2454  0.15
H 7.9559 -0.4373 -3.2642  0.15
H 8.0810 -0.7786 -1.5586  0.14
H 4.9210 -0.3372 -2.3148  0.14
C 6.8490 3.4514 -1.8106  -0.06
C 6.9746 2.1635 -1.2954  -0.10
C 7.7660 1.9337 -0.1786  -0.01
C 8.4464 2.9894 0.4221  -0.08
C 8.3406 4.2744 -0.1068  -0.07
C 7.5308 4.5055 -1.2185  0.02
C 9.0989 5.4003 0.4941  -0.28
O 9.0027 6.5209 0.0342  0.12
C 9.9782 5.1305 1.6550  -0.08
C 10.7405 6.1644 2.1951  0.01
C 11.5579 5.9242 3.2919  -0.04
C 11.6107 4.6536 3.8594  -0.05
C 10.8575 3.6187 3.3218  0.01
C 10.0466 3.8519 2.2125  -0.09
C 9.2748 2.7338 1.6254  -0.28
O 9.3203 1.6196 2.1146  0.10
H 6.2232 3.6315 -2.6774  0.11
H 6.4515 1.3382 -1.7649  0.06
H 7.8567 0.9298 0.2236  0.11
H 7.4356 5.5055 -1.6245  0.13
H 10.7012 7.1558 1.7598  0.12
H 12.1538 6.7286 3.7071  0.11
H 12.2437 4.4697 4.7197  0.11
H 10.9057 2.6308 3.7641  0.12
C -10.2566 -3.9722 1.6586  -0.06
C -11.3693 -3.7999 2.4780  -0.05
C -12.0301 -2.5793 2.5067  0.00
C -11.5730 -1.5213 1.7239  -0.08
C -10.4437 -1.6867 0.9211  -0.08
C -9.7934 -2.9188 0.8820  0.00
C -9.9168 -0.5558 0.1203  -0.28
O -8.9333 -0.7002 -0.5835  0.09
C -10.6021 0.7558 0.1976  -0.08
C -10.0864 1.8439 -0.5043  0.00
C -10.7288 3.0737 -0.4488  -0.06
C -11.8936 3.2200 0.3001  -0.05
C -12.4080 2.1404 1.0053  0.00
C -11.7584 0.9082 0.9635  -0.08
C -12.2966 -0.2279 1.7483  -0.28
O -13.3120 -0.1002 2.4062  0.11
H -9.7470 -4.9286 1.6303  0.11
H -11.7224 -4.6195 3.0932  0.11
H -12.8986 -2.4514 3.1418  0.12
H -8.9241 -3.0560 0.2500  0.12
H -9.1820 1.7349 -1.0914  0.12
H -10.3231 3.9199 -0.9914  0.11
H -12.3982 4.1785 0.3369  0.11
H -13.3121 2.2602 1.5905  0.12

Forces on atoms 1 to 6 (eV/Å):
-0.07 0.30 -0.21
0.36 -0.90 -0.33
-0.42 0.00 0.49
1.54 -0.93 -0.18
-0.15 0.22 0.29
0.77 -0.22 1.01

Entry from OMol25: a molecular structure, C51H64AsF6N10O4 at a distorted geometry (ωB97M-V with the def2-TZVPD basis set).

Computed properties:
**Orbital gap**: 4.09 eV
**HOMO level**: -23.03 eV
**Max |F|**: 18.284 eV/A
**LUMO energy**: -18.94 eV
**Energy**: -153998.561 eV
**ΔE to the lowest compared entry with this formula, charge and spin**: 1949.1 kcal per mole
**Charge**: +7
**Molecular weight**: 1070.0 g mol⁻¹
**2S+1**: 1

Last column: Löwdin charge in e.
Positions of all 136 atoms, in Å:
N -0.7495 0.0175 0.0576  -0.38
O -1.7987 -0.2444 0.6729  -0.02
O -0.7048 -0.1463 -1.1852  -0.08
O 0.1973 0.4692 0.6576  0.04
C -4.7591 0.3268 0.1813  0.08
C -3.6107 0.4050 -0.8268  -0.21
O -3.3544 1.3929 -1.4294  0.05
N -2.6999 -0.8323 -0.8697  0.05
H -1.8003 -0.6629 -0.4430  -0.02
H -3.0410 -1.6577 -0.3980  -0.07
C -2.3990 -1.1431 -2.3802  0.13
H -4.4659 -0.1174 1.1325  0.04
H -5.5470 -0.3355 -0.1774  0.16
H -5.1724 1.3141 0.3874  0.15
H -2.1235 -2.1791 -2.5777  0.12
H -1.5801 -0.5136 -2.7285  0.10
H -3.2831 -0.8841 -2.9628  0.15
C 1.3400 1.8959 2.2713  0.05
N 0.3618 2.3805 1.2988  0.00
C 0.7451 3.4245 0.4950  0.09
C -0.1832 3.8059 -0.4726  0.04
C -1.4171 3.1659 -0.6281  -0.05
C -1.7968 2.1595 0.3138  0.10
C -0.8232 1.7666 1.2264  -0.11
C -2.3331 3.5103 -1.8027  -0.10
C -2.7404 2.5690 -2.7285  -0.06
C -3.4812 2.9327 -3.8913  0.09
N -3.6756 4.2621 -4.1315  -0.10
C -3.4159 5.2088 -3.2166  0.05
C -2.6995 4.8711 -2.0686  0.09
C -4.4331 4.5632 -5.3021  0.04
H 0.9363 1.1208 2.9228  0.15
H 1.6346 2.6751 2.9743  0.18
H 2.1720 1.4091 1.7626  -0.03
H 1.7584 3.7978 0.5068  0.16
H 0.0828 4.4938 -1.2616  0.12
H -2.7691 1.6895 0.3016  0.11
H -1.0476 1.0516 2.0041  0.11
H -2.4942 1.5350 -2.5369  0.08
H -3.7843 2.2024 -4.6269  0.16
H -3.8622 6.1617 -3.4602  0.17
H -2.4202 5.5218 -1.2531  0.14
H -5.4736 4.3619 -5.0472  0.14
H -4.0148 3.8595 -6.0218  0.12
H -4.3579 5.5810 -5.6849  0.14
C 5.1939 0.7141 2.0854  0.06
N 4.1125 -0.1298 1.5789  -0.05
C 2.8644 0.2448 1.7578  -0.01
C 1.8762 -0.6907 1.3882  0.02
C 2.1441 -1.9017 0.7380  -0.11
C 3.4663 -2.2433 0.6122  0.07
C 4.4720 -1.3222 1.0096  0.10
C 1.0894 -2.8790 0.2458  -0.23
C 1.2263 -4.2177 0.3498  -0.04
C 0.3114 -5.0995 -0.2493  0.05
N -0.7836 -4.5404 -0.8268  -0.03
C -1.0131 -3.1903 -0.9784  -0.12
C -0.0476 -2.3664 -0.4300  -0.33
C -1.7317 -5.4914 -1.3991  0.06
H 5.5515 1.3729 1.2941  0.12
H 6.0259 0.0309 2.2563  0.12
H 5.0378 1.1697 3.0632  0.13
H 2.6346 1.1823 2.2423  0.05
H 0.8484 -0.4020 1.5513  0.03
H 3.7786 -3.1436 0.1041  0.15
H 5.5075 -1.6176 1.0931  0.16
H 2.0549 -4.6694 0.8749  0.12
H 0.4155 -6.1711 -0.3347  0.16
H -1.9078 -2.9078 -1.5133  0.04
H -0.1182 -1.2949 -0.5450  0.12
H -1.8423 -6.4036 -0.8128  0.14
H -1.4651 -5.7228 -2.4304  0.14
H -2.7536 -5.1315 -1.2797  0.12
C -3.4693 0.6234 2.7174  0.08
N -2.3990 -0.2197 3.1746  -0.03
C -1.3979 -0.4235 2.2889  -0.14
C -0.2611 -1.1862 2.6750  0.06
C -0.3036 -1.9971 3.8334  -0.03
C -1.5012 -1.8481 4.6287  0.12
C -2.4663 -0.8694 4.3559  0.10
C 0.6900 -3.0415 4.1440  -0.10
C 1.0791 -3.3712 5.4037  0.06
C 2.0710 -4.2722 5.6027  0.05
N 2.6069 -4.9606 4.5918  -0.04
C 2.3132 -4.6405 3.2820  0.06
C 1.2759 -3.7176 3.0246  0.06
C 3.8047 -5.8415 4.8457  0.07
H -4.2371 0.7403 3.4822  0.16
H -3.8596 0.1275 1.8287  0.03
H -3.1253 1.6469 2.5688  0.14
H -1.4816 0.2107 1.4187  -0.13
H 0.6016 -1.3216 2.0396  0.05
H -1.6934 -2.4714 5.4896  0.16
H -3.3567 -0.6715 4.9341  0.18
H 0.6556 -2.8631 6.2575  0.16
H 2.4369 -4.5074 6.5913  0.18
H 2.7890 -5.2716 2.5460  0.14
H 0.9399 -3.4806 2.0260  0.06
H 3.8295 -6.2563 5.8534  0.13
H 4.7401 -5.3568 4.5660  0.12
H 3.6004 -6.7276 4.2447  0.12
C 3.5031 7.3776 -3.6090  0.10
N 3.1563 5.9334 -3.3276  -0.05
C 1.9583 5.4676 -3.7230  0.06
C 1.5857 4.0814 -3.5639  0.06
C 2.4197 3.3102 -2.8101  -0.17
C 3.5462 3.8525 -2.2198  0.04
C 3.9419 5.1455 -2.5938  0.05
C 2.0315 1.8773 -2.5673  -0.11
C 0.7135 1.3970 -2.4412  0.09
C 0.4485 0.0068 -2.2295  -0.07
N 1.4488 -0.9143 -2.0650  0.04
C 2.7096 -0.4519 -2.2277  0.04
C 3.0177 0.9016 -2.4067  0.03
C 1.1080 -2.3257 -1.8892  0.10
H 4.0046 7.3845 -4.5768  0.14
H 4.1540 7.7200 -2.8045  0.12
H 2.5859 7.9630 -3.5452  0.12
H 1.3305 6.1176 -4.3144  0.16
H 0.6178 3.7608 -3.9202  0.13
H 4.1582 3.2560 -1.5594  0.13
H 4.8662 5.5543 -2.2132  0.17
H -0.1734 2.0127 -2.4655  0.10
H -0.5470 -0.3911 -2.0985  -0.10
H 3.4421 -1.2362 -2.1065  0.15
H 4.0221 1.2763 -2.5382  0.13
H 0.1375 -2.2938 -1.3938  -0.03
H 1.8340 -2.8021 -1.2303  0.12
H 1.1417 -2.8373 -2.8511  0.20
As -2.7084 -2.7776 0.9260  1.24
F -2.7076 -3.3783 -0.7624  -0.17
F -1.8232 -4.2526 1.3388  -0.12
F -2.5909 -2.2149 2.5984  -0.19
F -3.7306 -1.3157 0.4094  -0.24
F -4.2029 -3.6321 1.3374  -0.13
F -1.1450 -1.9680 0.5295  -0.17

Forces on atoms 1 to 6 (eV/Å):
4.32 1.27 1.89
-6.47 5.78 -0.60
-1.65 5.15 8.22
0.78 -0.22 -1.66
-1.68 1.95 -1.34
-2.55 -1.15 1.45

Entry from OMol25: a molecular structure, C51H66ClCrN6O2PSi at a distorted geometry (ωB97M-V with the def2-TZVPD basis set).

Computed properties:
**Orbital gap (spin up / spin down)**: 8.12 / 8.65 eV
**HOMO level (spin up / spin down)**: -10.88 / -10.88 eV
**Max |F|**: 1.155 eV/A
**LUMO energy (spin up / spin down)**: -2.76 / -2.23 eV
**Energy**: -125101.292 eV
**ΔE to the lowest compared entry with this formula, charge and spin**: 36.9 kcal per mole
**Charge**: +1
**Molecular weight**: 941.6 g mol⁻¹
**2S+1**: 2

Last column: Löwdin charge in e.
Positions of all 129 atoms, in Å:
Cr -0.9312 -0.2096 0.9795  0.65
C -1.7433 4.5728 1.4295  -0.05
C -2.7886 3.8165 2.2147  -0.29
C -3.3582 4.4833 3.3007  -0.05
C -4.2149 3.8488 4.1805  -0.06
C -4.5086 2.5046 3.9984  -0.06
C -4.0058 1.8431 2.8952  -0.09
C -3.1824 2.4922 1.9649  -0.30
P -2.7210 1.4529 0.5155  1.12
C -2.8830 2.5520 -0.9573  -0.29
C -3.6731 3.7024 -0.9090  -0.10
C -3.8199 4.5116 -2.0209  -0.06
C -3.1694 4.1829 -3.2006  -0.06
C -2.4284 3.0175 -3.2726  -0.03
C -2.2944 2.1746 -2.1717  -0.26
C -1.5871 0.8589 -2.3414  -0.05
C -4.2277 0.4759 0.2363  -0.32
C -5.4967 1.0097 0.0171  -0.06
C -6.5606 0.1562 -0.1990  -0.07
C -6.3546 -1.2209 -0.1953  -0.06
C -5.0934 -1.7422 0.0237  -0.03
C -4.0040 -0.8924 0.2296  -0.30
C -2.6168 -1.4167 0.4224  -0.16
H -0.8534 4.7089 2.0499  0.09
H -2.1098 5.5653 1.1655  0.10
H -1.4603 4.0793 0.5040  0.05
H -3.1088 5.5274 3.4511  0.12
H -4.6368 4.3990 5.0111  0.11
H -5.1420 1.9799 4.7011  0.11
H -4.2625 0.8034 2.7363  0.11
H -4.1792 3.9739 0.0063  0.11
H -4.4400 5.3963 -1.9617  0.11
H -3.2542 4.8264 -4.0663  0.11
H -1.9505 2.7440 -4.2059  0.12
H -0.9282 0.8822 -3.2069  0.07
H -2.3232 0.0664 -2.5055  0.11
H -1.0125 0.5851 -1.4508  0.03
H -5.6520 2.0804 0.0199  0.11
H -7.5510 0.5570 -0.3692  0.11
H -7.1900 -1.8855 -0.3735  0.11
H -4.9463 -2.8161 0.0236  0.12
H -2.2499 -1.8093 -0.5356  0.07
H -2.6575 -2.2629 1.1053  0.05
C 5.7113 -2.3707 -1.2357  -0.04
C 4.8087 -2.0056 -2.4278  -0.49
C 3.4397 -2.6558 -2.1965  -0.02
C 5.3936 -2.6601 -3.6915  -0.04
C 4.7843 -0.4399 -2.5923  -0.40
O 6.1424 0.0256 -2.5735  -0.03
C 4.2129 0.0987 -3.9404  -0.09
C 2.7244 0.4464 -4.1603  -0.12
C 1.8547 -0.6711 -4.6932  -0.24
C 2.1116 -1.1655 -5.9706  -0.03
C 1.3461 -2.1791 -6.5206  -0.09
C 0.2914 -2.7078 -5.7915  -0.67
Cl -0.6826 -3.9620 -6.4757  0.69
C 0.0098 -2.2313 -4.5233  -0.10
C 0.7915 -1.2185 -3.9855  -0.07
C 4.2681 0.3724 -1.3601  -0.02
N 3.1207 -0.0455 -0.5782  -0.06
C 1.8308 0.2749 -0.6751  -0.12
N 1.1526 -0.2889 0.3113  0.02
C 2.1105 -0.9467 1.0216  -0.19
N 3.3067 -0.8011 0.5227  0.16
H 5.8003 -3.4562 -1.1721  0.09
H 5.2893 -2.0103 -0.2980  0.06
H 6.7088 -1.9520 -1.3498  0.09
H 3.5515 -3.7373 -2.2961  0.10
H 2.7106 -2.3354 -2.9315  0.06
H 3.0539 -2.4712 -1.1958  0.06
H 5.6002 -3.7079 -3.4741  0.09
H 6.3358 -2.2109 -4.0157  0.09
H 4.6873 -2.6361 -4.5230  0.08
H 6.6220 -0.3840 -3.3008  0.10
H 4.5195 -0.5792 -4.7368  0.10
H 4.7723 1.0247 -4.0865  0.13
H 2.7144 1.2292 -4.9223  0.12
H 2.2945 0.8850 -3.2629  0.08
H 2.9271 -0.7441 -6.5475  0.12
H 1.5595 -2.5512 -7.5133  0.11
H -0.8080 -2.6555 -3.9555  0.10
H 0.5660 -0.8770 -2.9846  0.08
H 4.1059 1.3999 -1.6874  0.14
H 5.1052 0.3750 -0.6668  0.14
H 1.4033 0.9388 -1.4054  0.13
H 1.9042 -1.5120 1.9106  0.11
C -1.6341 -2.6927 5.7322  -0.01
C -1.4057 -1.3499 5.1299  -0.28
C -1.3518 -0.0921 5.6977  0.03
C -1.1305 0.8018 4.6384  -0.33
N -1.0626 0.1324 3.4869  0.04
N -1.2365 -1.1681 3.8114  0.05
C -0.9608 2.2825 4.7409  0.00
H -1.5010 -2.6423 6.8096  0.08
H -0.9458 -3.4293 5.3173  0.08
H -2.6496 -3.0343 5.5255  0.09
H -1.4475 0.1530 6.7419  0.12
H -1.0812 -1.8618 3.0745  0.09
H -0.9601 2.5722 5.7897  0.10
H -1.7766 2.8118 4.2460  0.05
H -0.0124 2.6148 4.3124  0.07
N 0.0207 1.9424 1.4940  0.05
C 1.4020 2.2114 1.7580  -0.31
C 2.0991 3.0922 0.9380  -0.04
C 3.4316 3.3786 1.1946  -0.08
C 4.0715 2.7953 2.2779  -0.08
C 3.3801 1.9055 3.0880  -0.06
C 2.0531 1.6027 2.8249  -0.05
H -0.3421 2.6871 0.9133  0.04
H -0.5052 1.9083 2.3607  0.03
H 1.5849 3.5607 0.1036  0.12
H 3.9602 4.0806 0.5629  0.11
H 5.1042 3.0320 2.4952  0.11
H 3.8716 1.4508 3.9376  0.11
H 1.5159 0.8961 3.4463  0.11
C 1.5818 -4.1586 1.6398  -0.16
Si -0.1583 -3.6011 1.1429  0.30
C -1.3933 -4.7062 2.0622  -0.15
C -0.3670 -3.9140 -0.7165  -0.15
O -0.3960 -2.0420 1.4992  -0.50
H 1.6637 -5.2415 1.5215  0.04
H 1.8145 -3.9267 2.6824  0.03
H 2.3515 -3.7025 1.0137  0.01
H -1.1534 -5.7514 1.8515  0.04
H -2.4241 -4.5389 1.7412  0.02
H -1.3627 -4.5795 3.1474  0.01
H -0.0065 -4.9085 -0.9889  0.04
H 0.1923 -3.1859 -1.3128  0.01
H -1.4150 -3.8603 -1.0202  0.02

Forces on atoms 1 to 6 (eV/Å):
0.36 -0.23 0.61
-0.16 0.05 0.05
0.01 -0.06 -0.13
-0.05 0.05 -0.03
0.01 0.06 -0.04
-0.03 -0.03 0.06